Record 1
Here is a cluster of 7 separate species, C39H88N6O7 in total in a non-equilibrium geometry from the Open Molecules 2025 dataset. Energies are from the ωB97M-V functional and the def2-TZVPD basis.

Geometry as XYZ:
```
140
Properties=species:S:1:pos:R:3
C 4.389 -1.566 1.002
O 4.688 -0.314 1.516
H 4.846 -1.753 0.031
H 4.586 -2.365 1.716
H 3.315 -1.445 0.860
H 4.368 -0.335 2.421
C 1.293 0.620 -0.592
O 1.020 0.138 -1.875
H 2.178 0.081 -0.252
H 1.547 1.679 -0.638
H 0.483 0.397 0.102
H 1.299 -0.780 -1.905
C -1.970 2.727 -2.267
C -3.065 1.647 -2.371
C -2.642 0.674 -1.261
C -3.723 -0.232 -0.749
C -5.006 0.612 -0.427
C -5.479 1.652 -1.463
N -4.297 2.346 -2.021
O -4.607 3.265 -2.932
C -6.270 0.977 -2.669
C -6.380 2.704 -0.705
C -3.211 0.803 -3.682
H -1.926 3.180 -3.257
H -0.896 2.557 -2.185
H -2.202 3.436 -1.472
H -1.867 0.017 -1.656
H -2.194 1.172 -0.400
H -3.323 -0.588 0.200
H -3.800 -1.026 -1.491
H -4.733 1.058 0.529
H -5.790 -0.056 -0.074
H -6.286 1.558 -3.591
H -5.881 -0.001 -2.955
H -7.313 0.897 -2.362
H -5.670 3.372 -0.218
H -6.859 3.322 -1.464
H -7.099 2.323 0.020
H -3.723 1.360 -4.467
H -3.673 -0.175 -3.541
H -2.270 0.711 -4.225
H -4.631 4.082 -2.430
C 2.461 6.083 0.948
C 1.402 5.408 1.862
C 0.500 4.559 1.028
C -0.427 3.685 1.892
C 0.380 2.739 2.771
C 1.445 3.449 3.637
N 2.102 4.509 2.894
O 2.925 5.227 3.676
C 0.770 4.015 4.889
C 2.437 2.365 4.012
C 0.623 6.561 2.445
H 3.368 5.525 0.714
H 2.997 6.790 1.581
H 2.017 6.548 0.068
H -0.256 5.130 0.488
H 1.029 3.933 0.309
H -0.955 3.191 1.076
H -1.054 4.420 2.396
H 0.824 2.002 2.102
H -0.314 2.147 3.367
H 0.429 3.263 5.600
H 1.444 4.617 5.497
H 0.081 4.828 4.659
H 3.085 1.906 3.266
H 3.185 2.701 4.730
H 2.041 1.500 4.544
H -0.265 6.291 3.017
H 0.376 7.212 1.607
H 1.233 7.254 3.024
H 3.765 4.819 3.451
C -2.736 -3.839 3.431
C -1.231 -3.578 3.009
C -1.215 -2.097 2.355
C 0.122 -1.371 2.298
C 0.767 -1.497 3.713
C 0.974 -2.929 4.151
N -0.335 -3.586 4.204
O -0.304 -4.838 4.800
C 2.105 -3.702 3.397
C 1.388 -2.860 5.664
C -0.834 -4.636 1.942
H -2.965 -3.339 4.372
H -2.813 -4.890 3.709
H -3.558 -3.514 2.791
H -1.509 -2.084 1.306
H -1.926 -1.515 2.942
H 0.037 -0.296 2.139
H 0.870 -1.784 1.621
H 0.230 -0.953 4.490
H 1.737 -1.037 3.524
H 2.564 -4.581 3.850
H 1.981 -4.122 2.399
H 2.934 -3.026 3.183
H 1.411 -3.867 6.081
H 2.386 -2.431 5.751
H 0.768 -2.213 6.285
H -0.514 -5.600 2.338
H 0.017 -4.295 1.353
H -1.560 -4.968 1.200
H -0.077 -5.393 4.050
C 2.839 -4.170 -4.062
C 2.527 -2.823 -3.384
C 1.969 -1.881 -4.528
C 0.513 -2.211 -4.929
C -0.414 -2.254 -3.733
C 0.049 -3.295 -2.628
N 1.513 -3.032 -2.358
O 1.973 -3.720 -1.308
C -0.728 -2.931 -1.390
C -0.267 -4.730 -2.999
C 3.792 -2.064 -2.870
H 3.772 -4.154 -4.627
H 2.052 -4.635 -4.656
H 3.055 -4.915 -3.297
H 2.127 -0.804 -4.460
H 2.602 -2.090 -5.390
H 0.495 -3.203 -5.378
H 0.167 -1.479 -5.658
H -1.374 -2.718 -3.961
H -0.682 -1.271 -3.346
H -0.488 -1.906 -1.105
H -1.809 -2.975 -1.518
H -0.503 -3.553 -0.524
H -1.259 -5.076 -2.706
H -0.114 -4.959 -4.054
H 0.455 -5.422 -2.566
H 4.584 -2.009 -3.617
H 4.309 -2.631 -2.095
H 3.717 -1.080 -2.408
H 2.111 -4.617 -1.620
C 2.681 2.292 -4.604
O 3.199 2.932 -5.543
N 1.372 1.978 -4.532
N 3.305 1.909 -3.491
H 0.769 2.071 -5.336
H 0.983 1.515 -3.723
H 4.309 2.012 -3.477
H 2.809 1.333 -2.826
```

The value obtained for the LUMO energy is 0.281 eV. Its HOMO-LUMO gap is 8.4 eV. The structure (SMILES) is CC1(C)CCCC(C)(C)N1O.CC1(C)CCCC(C)(C)N1O.CC1(C)CCCC(C)(C)N1O.CC1(C)CCCC(C)(C)N1O.NC(N)=O.CO.CO. The value obtained for the HOMO energy is -0.2981 Eh. The value obtained for the energy above the lowest of the compared OMol25 structures with the same formula, charge and spin is 51.1 kcal/mol. The spin multiplicity is 1.

Results of the Mulliken charge analysis, in e, for atoms 1 through 2: 0.012, -0.563

=====

Record 2
Here is a cluster of 12 separate species, C39H89BN3O30 in total in a non-equilibrium geometry from the Open Molecules 2025 dataset. Energies are from the ωB97M-V functional and the def2-TZVPD basis.

Geometry as XYZ:
```
162
Properties=species:S:1:pos:R:3
O 3.025 1.032 -3.273
C 2.753 0.354 -2.316
O 1.735 -0.484 -2.163
B 1.798 -1.075 -0.788
O 3.080 -0.535 -0.259
C 3.682 0.231 -1.117
O 4.655 0.852 -1.042
O 1.713 -2.522 -0.856
C 0.601 -2.892 -0.210
O 0.110 -4.025 -0.159
C -0.096 -1.622 0.339
O 0.676 -0.611 0.059
O -1.146 -1.596 0.997
C -6.806 -0.596 -1.554
N -7.759 -0.372 -0.541
O -8.261 0.738 -0.515
O -8.133 -1.337 0.136
H -5.842 -0.422 -1.075
H -7.024 0.131 -2.336
H -6.986 -1.653 -1.751
C 7.595 -2.959 -1.900
N 7.025 -3.131 -3.302
O 7.885 -3.518 -4.103
O 5.818 -3.048 -3.474
H 6.737 -3.249 -1.294
H 8.004 -1.961 -1.744
H 8.301 -3.763 -1.690
C 3.014 -7.834 0.656
N 2.746 -7.742 2.098
O 2.581 -8.755 2.688
O 2.854 -6.646 2.651
H 3.707 -8.654 0.470
H 3.506 -6.924 0.311
H 2.117 -7.988 0.056
C 3.685 -2.227 -8.761
O 2.385 -1.795 -8.847
C 1.949 -0.829 -7.804
C 0.440 -0.700 -7.637
O -0.228 -1.918 -7.263
C -0.251 -2.362 -5.873
H 3.884 -3.097 -9.387
H 3.874 -2.545 -7.735
H 4.337 -1.374 -8.950
H 2.439 0.077 -8.162
H 2.261 -1.141 -6.807
H 0.071 -0.443 -8.630
H 0.259 0.169 -7.004
H -0.825 -3.284 -5.775
H -0.480 -1.522 -5.218
H 0.732 -2.725 -5.570
C -1.112 9.820 3.736
O -1.067 8.541 3.102
C -2.361 7.995 2.918
C -2.165 6.638 2.187
O -1.438 5.643 2.953
C -1.556 4.381 2.401
H -0.359 10.537 3.410
H -0.897 9.700 4.798
H -2.111 10.221 3.568
H -3.068 8.604 2.355
H -2.817 7.813 3.891
H -1.696 6.718 1.206
H -3.168 6.250 2.008
H -2.543 3.969 2.192
H -1.088 3.767 3.171
H -0.948 4.311 1.499
C -6.423 4.112 -5.812
O -5.487 5.054 -6.366
C -4.157 4.600 -6.803
C -3.169 4.443 -5.645
O -3.505 3.336 -4.833
C -2.823 3.261 -3.579
H -6.019 3.591 -4.945
H -6.864 3.438 -6.546
H -7.276 4.624 -5.366
H -3.863 5.333 -7.556
H -4.284 3.648 -7.319
H -3.074 5.364 -5.070
H -2.237 4.374 -6.205
H -2.936 2.216 -3.289
H -3.333 3.873 -2.835
H -1.765 3.504 -3.676
C -4.628 -7.685 8.625
O -4.882 -6.359 8.880
C -5.380 -5.524 7.812
C -4.237 -5.116 6.854
O -3.709 -6.348 6.302
C -2.458 -6.102 5.664
H -5.452 -7.963 7.967
H -4.654 -8.296 9.527
H -3.665 -7.909 8.166
H -5.746 -4.601 8.261
H -6.231 -5.984 7.310
H -3.497 -4.471 7.328
H -4.776 -4.613 6.050
H -1.769 -5.512 6.269
H -2.646 -5.642 4.694
H -1.913 -7.036 5.532
C 3.442 5.163 0.903
O 4.341 4.877 2.019
C 3.658 4.145 3.035
C 4.700 3.468 3.913
O 5.592 4.535 4.214
C 6.313 4.256 5.384
H 2.672 5.865 1.220
H 2.919 4.275 0.548
H 3.927 5.585 0.022
H 2.979 3.388 2.643
H 3.083 4.884 3.593
H 4.941 2.579 3.332
H 4.176 3.066 4.780
H 6.847 3.309 5.458
H 5.702 4.171 6.283
H 6.996 5.058 5.662
C -4.973 -6.460 -1.564
O -6.019 -6.834 -0.657
C -5.673 -6.894 0.707
C -6.723 -7.506 1.678
O -7.241 -8.738 1.133
C -8.127 -9.362 1.919
H -4.074 -7.075 -1.517
H -4.638 -5.423 -1.564
H -5.461 -6.722 -2.503
H -5.299 -5.959 1.123
H -4.781 -7.504 0.847
H -7.525 -6.777 1.794
H -6.261 -7.715 2.642
H -8.951 -8.703 2.194
H -7.782 -9.548 2.936
H -8.536 -10.280 1.499
C 7.193 -1.577 4.181
O 6.140 -1.261 5.145
C 5.269 -2.349 5.306
C 4.227 -2.050 6.454
O 3.243 -1.028 6.214
C 2.345 -1.491 5.274
H 7.826 -0.695 4.083
H 6.811 -1.904 3.214
H 7.788 -2.385 4.607
H 5.744 -3.267 5.652
H 4.759 -2.708 4.412
H 4.807 -1.727 7.319
H 3.715 -2.980 6.703
H 2.051 -2.539 5.345
H 2.834 -1.493 4.300
H 1.505 -0.797 5.245
C 5.458 6.343 -5.313
O 4.371 7.069 -4.669
C 3.140 7.024 -5.420
C 2.158 8.077 -4.990
O 1.909 7.991 -3.592
C 0.880 8.856 -3.198
H 6.354 6.220 -4.705
H 5.707 6.710 -6.309
H 5.156 5.304 -5.448
H 2.653 6.051 -5.354
H 3.362 7.081 -6.486
H 1.241 7.892 -5.550
H 2.577 9.059 -5.213
H 0.833 9.855 -3.631
H 0.854 8.934 -2.111
H -0.080 8.434 -3.497
```

Its net charge is -1. The value obtained for the LUMO energy is 1.465 eV. Its HOMO-LUMO gap is 8.8 eV. The value obtained for the HOMO energy is -0.2713 Eh. The value obtained for the energy above the lowest of the compared OMol25 structures with the same formula, charge and spin is 127.4 kcal/mol. The spin multiplicity is 1.

Results of the Mulliken charge analysis, in e, for atoms 1 through 2: -0.660, 0.583

=====

Record 3
Here is a cluster of 11 separate species, C39H90F15N6O20S5 in total in a non-equilibrium geometry from the Open Molecules 2025 dataset. Energies are from the ωB97M-V functional and the def2-TZVPD basis.

Geometry as XYZ:
```
175
Properties=species:S:1:pos:R:3
C 6.565 -1.490 3.531
C 5.956 -2.310 4.625
C 5.623 -3.753 4.150
O 6.777 -4.383 3.652
C 6.553 -5.621 2.990
N 6.956 -2.452 5.732
H 6.847 -3.372 6.134
H 7.905 -2.349 5.401
H 6.806 -1.731 6.423
H 7.005 -0.565 3.904
H 5.979 -1.290 2.634
H 7.415 -1.978 3.054
H 5.113 -1.796 5.087
H 4.981 -3.426 3.332
H 5.096 -4.340 4.902
H 5.809 -5.468 2.209
H 6.040 -6.276 3.694
H 7.446 -6.154 2.662
C 3.580 -1.785 18.179
C 3.952 -0.793 17.020
C 4.902 -1.383 15.851
O 5.279 -0.425 14.818
C 6.360 -0.777 14.008
N 2.713 -0.187 16.381
H 2.928 0.691 15.930
H 2.267 -0.809 15.722
H 2.077 -0.008 17.145
H 3.110 -2.683 17.779
H 2.954 -1.384 18.976
H 4.489 -2.138 18.666
H 4.399 0.055 17.539
H 4.450 -2.245 15.359
H 5.811 -1.701 16.360
H 6.529 -0.006 13.257
H 6.064 -1.627 13.393
H 7.281 -0.959 14.562
C -0.092 -1.127 3.826
N 0.594 -1.358 5.171
C -0.401 -2.132 6.045
C 1.834 -2.202 5.068
C 1.054 -0.108 5.920
C 0.094 1.107 5.905
O -1.188 0.851 6.546
H -0.781 -0.311 4.045
H -0.573 -2.023 3.434
H 0.544 -0.662 3.073
H -1.231 -1.481 6.323
H 0.133 -2.288 6.982
H -0.755 -3.019 5.521
H 2.286 -2.344 6.050
H 2.476 -1.778 4.297
H 1.463 -3.131 4.636
H 1.985 0.283 5.509
H 1.263 -0.380 6.954
H 0.132 1.588 4.928
H 0.490 1.955 6.465
H -1.891 1.237 6.018
C 1.105 -10.140 6.495
N 2.056 -8.898 6.335
C 2.736 -8.619 7.737
C 3.243 -9.266 5.427
C 1.167 -7.757 5.817
C 1.683 -6.362 6.171
O 2.738 -5.934 5.346
H 0.443 -9.759 7.272
H 1.664 -11.025 6.800
H 0.612 -10.254 5.529
H 3.369 -7.737 7.643
H 3.341 -9.509 7.912
H 1.819 -8.448 8.300
H 3.967 -8.452 5.382
H 2.784 -9.482 4.462
H 3.728 -10.150 5.838
H 0.225 -7.801 6.364
H 1.143 -7.885 4.734
H 1.854 -6.212 7.237
H 0.834 -5.719 5.940
H 2.343 -5.763 4.488
C 3.451 -2.633 11.522
N 3.793 -4.094 11.260
C 4.783 -4.539 12.343
C 2.498 -4.941 11.298
C 4.501 -4.248 9.853
C 3.548 -4.347 8.661
O 2.715 -3.235 8.554
H 2.688 -2.320 10.810
H 4.430 -2.162 11.429
H 3.159 -2.479 12.561
H 4.476 -4.113 13.298
H 5.728 -4.031 12.151
H 4.972 -5.612 12.355
H 2.125 -4.939 12.322
H 2.791 -5.914 10.903
H 1.735 -4.489 10.663
H 5.038 -5.195 9.902
H 5.149 -3.379 9.738
H 2.976 -5.275 8.688
H 4.115 -4.339 7.730
H 3.276 -2.473 8.397
C 6.981 -5.303 18.249
C 6.184 -4.977 16.928
C 4.804 -5.638 16.734
C 4.929 -7.157 16.529
N 3.580 -7.926 16.387
C 3.865 -9.347 15.794
C 2.647 -9.739 14.846
C 1.792 -8.432 14.714
C 2.781 -7.334 15.248
C 2.715 -8.163 17.656
C 3.560 -8.480 18.879
C 2.690 -8.988 20.026
H 6.327 -5.077 19.091
H 7.957 -4.837 18.378
H 7.142 -6.381 18.225
H 6.772 -5.172 16.031
H 6.056 -3.900 16.822
H 4.413 -5.188 15.821
H 4.151 -5.323 17.548
H 5.501 -7.638 17.322
H 5.536 -7.298 15.635
H 4.051 -10.021 16.630
H 4.797 -9.297 15.230
H 2.088 -10.595 15.225
H 3.042 -10.116 13.902
H 0.890 -8.370 15.323
H 1.515 -8.090 13.717
H 2.351 -6.439 15.697
H 3.394 -6.972 14.423
H 2.043 -9.005 17.491
H 1.996 -7.352 17.767
H 4.200 -7.673 19.238
H 4.219 -9.322 18.666
H 2.173 -9.929 19.838
H 1.827 -8.337 20.167
H 3.241 -9.218 20.938
C 7.670 -8.047 6.890
F 8.131 -8.905 7.842
F 8.684 -7.837 6.051
F 6.645 -8.658 6.246
S 7.064 -6.319 7.661
O 7.878 -6.151 8.896
O 7.132 -5.214 6.706
O 5.672 -6.674 7.984
C 8.877 -4.036 13.682
F 7.830 -4.874 13.683
F 8.448 -2.951 12.864
F 9.201 -3.736 14.985
S 10.396 -4.998 12.876
O 9.882 -5.421 11.578
O 11.495 -4.040 12.918
O 10.563 -6.173 13.740
C -0.401 -3.967 14.478
F -0.316 -5.235 14.763
F -0.467 -3.780 13.176
F -1.522 -3.557 15.061
S 1.142 -3.187 15.128
O 2.272 -4.056 14.742
O 1.429 -1.884 14.567
O 0.885 -3.004 16.528
C 5.522 0.698 10.207
F 6.281 -0.132 10.850
F 4.374 0.904 10.906
F 6.145 1.877 10.017
S 4.958 0.005 8.416
O 4.089 -1.152 8.737
O 4.272 1.128 7.751
O 6.163 -0.386 7.746
C 5.014 -9.032 10.546
F 5.576 -9.166 9.305
F 4.356 -7.891 10.455
F 4.188 -9.990 10.708
S 6.377 -8.832 11.863
O 5.963 -7.769 12.767
O 6.505 -10.162 12.529
O 7.582 -8.402 11.139
```

Its net charge is +2. The value obtained for the LUMO energy (spin up / spin down) is -4.424 / -7.213 eV. Its HOMO-LUMO gap (spin up / spin down) is 6.7 / 3.9 eV. The value obtained for the HOMO energy (spin up / spin down) is -0.4096 / -0.4096 Eh. The spin multiplicity is 2.

Results of the Mulliken charge analysis, in e, for atoms 1 through 2: -1.751, 0.578